## w
The following is a DFT calculation (ωB97M-V/def2-TZVPD) of one molecule with the formula C4H7NO.

Last column: natural (NBO) charge in e.
Positions of all 13 atoms, in Å:
1 C 1.163 -0.629 0.261  -0.616
2 C -0.250 -0.134 -0.051  0.155
3 C -0.445 1.329 0.349  -0.605
4 O -1.213 -0.879 0.670  -0.687
5 C -0.507 -0.269 -1.515  0.248
6 N -0.699 -0.380 -2.651  -0.315
7 H 1.315 -0.567 1.344  0.225
8 H 1.291 -1.671 -0.052  0.216
9 H 1.922 -0.024 -0.244  0.227
10 H -1.514 1.544 0.406  0.235
11 H 0.013 2.002 -0.380  0.225
12 H 0.005 1.506 1.330  0.219
13 H -1.062 -1.819 0.498  0.474

Summary:
SMILES = CC(C)(O)C#N

=====

## x
The following is a DFT calculation (ωB97M-V/def2-TZVPD) of a 2-piece molecular cluster, C4H7NO overall.

Last column: natural (NBO) charge in e.
Positions of all 13 atoms, in Å:
1 C -0.694 -2.016 0.787  -0.447
2 N -0.332 -1.312 -0.424  -0.322
3 C 1.709 2.097 0.301  -0.243
4 C -0.421 -0.051 -0.398  -0.015
5 C 0.025 0.747 -1.564  0.416
6 O 0.257 1.935 -1.447  -0.482
7 H 0.146 -2.651 1.083  0.220
8 H -1.542 -2.671 0.568  0.218
9 H -0.953 -1.347 1.621  0.177
10 H 1.217 3.073 0.475  0.093
11 H 1.183 1.451 1.049  0.067
12 H -0.768 0.534 0.466  0.169
13 H 0.172 0.212 -2.517  0.148

=====

## y
The following is a DFT calculation (ωB97M-V/def2-TZVPD) of one molecule with the formula C4H7NO.

Last column: natural (NBO) charge in e.
Positions of all 13 atoms, in Å:
1 O 2.527 -0.581 -0.435  -0.594
2 N 1.814 0.355 0.340  -0.213
3 C 0.566 0.191 0.160  0.150
4 C -0.426 -0.890 -0.280  -0.451
5 C -1.604 0.040 0.126  -0.412
6 C -0.548 1.130 0.372  -0.369
7 H 3.439 -0.358 -0.221  0.473
8 H -0.425 -1.267 -1.301  0.230
9 H -0.267 -1.704 0.426  0.237
10 H -2.362 0.279 -0.627  0.209
11 H -2.144 -0.332 1.013  0.213
12 H 0.071 1.250 -0.754  0.290
13 H -0.643 1.887 1.181  0.239

Summary:
SMILES = ON=C1CCC1

=====

## z
The following is a DFT calculation (ωB97M-V/def2-TZVPD) of one molecule with the formula C4H7NO.

Last column: natural (NBO) charge in e.
Positions of all 13 atoms, in Å:
1 O 2.047 0.993 0.111  -0.703
2 C 0.973 0.222 -0.381  0.136
3 C 0.192 -1.344 -0.175  -0.408
4 C -1.055 -0.521 -0.004  -0.105
5 N -0.800 0.214 1.234  -0.589
6 C -0.372 0.775 -0.074  -0.162
7 H 1.671 1.787 0.527  0.474
8 H 1.195 0.068 -1.428  0.166
9 H 0.266 -2.123 0.596  0.220
10 H 0.305 -1.821 -1.155  0.200
11 H -2.048 -0.711 -0.388  0.212
12 H -1.638 0.713 1.514  0.353
13 H -0.736 1.749 -0.378  0.205

Summary:
SMILES = O[C@H]1C[C@H]2N[C@@H]12

=====

Stability comparison, relative energies in eV: w 0.000; x 5.399; y 4.127; z 2.785

=====

## w
The following is a DFT calculation (ωB97M-V/def2-TZVPD) of one molecule with the formula C4H7NO.

Last column: natural (NBO) charge in e.
Positions of all 13 atoms, in Å:
1 C -0.598 -0.444 0.319  0.167
2 C 0.123 0.604 -0.495  -0.535
3 C -0.705 0.693 -1.764  0.182
4 C 0.181 -1.213 1.367  -0.671
5 N -1.802 -0.656 0.044  -0.274
6 O -1.343 1.773 -2.187  -0.647
7 H 0.133 1.565 0.035  0.222
8 H 1.166 0.342 -0.728  0.220
9 H -0.663 -0.105 -2.484  0.172
10 H -0.464 -1.510 2.189  0.234
11 H 1.018 -0.625 1.737  0.216
12 H 0.575 -2.118 0.907  0.232
13 H -1.467 2.417 -1.472  0.483

=====

## x
The following is a DFT calculation (ωB97M-V/def2-TZVPD) of one molecule with the formula C4H7NO.

Last column: natural (NBO) charge in e.
Positions of all 13 atoms, in Å:
1 C -0.068 -1.662 -0.726  -0.591
2 N -0.073 0.494 -0.770  -0.324
3 C 0.893 -0.475 -0.310  -0.258
4 C -0.798 1.099 0.079  -0.039
5 C -0.229 1.741 1.284  0.348
6 O -0.859 2.472 2.012  -0.498
7 H 0.520 -2.413 -1.234  0.212
8 H -0.849 -1.349 -1.447  0.241
9 H -0.611 -2.031 0.144  0.212
10 H 1.183 -0.409 0.767  0.182
11 H 1.822 -0.519 -0.892  0.207
12 H -1.809 1.366 -0.222  0.194
13 H 0.879 1.684 1.315  0.112

Summary:
SMILES = CC/N=C\C=O

=====

Stability comparison, relative energies in eV: w 1.278; x 0.000

=====

## w
The following is a DFT calculation (ωB97M-V/def2-TZVPD) of C4H7NO as an isolated structure.

Last column: natural (NBO) charge in e.
Positions of all 13 atoms, in Å:
1 O 1.308 -1.000 1.124  -0.694
2 C 0.365 -0.303 0.393  0.148
3 C -0.430 0.845 1.055  -0.333
4 N -0.821 0.569 -0.894  -0.389
5 C 0.698 0.479 -0.870  -0.239
6 C -0.842 -0.844 -0.385  -0.272
7 H 0.894 -1.292 1.946  0.478
8 H -1.287 1.088 0.067  0.357
9 H 0.231 1.729 1.096  0.143
10 H 1.053 -0.067 -1.754  0.189
11 H 1.218 1.434 -0.762  0.199
12 H -1.743 -1.092 0.182  0.208
13 H -0.645 -1.548 -1.196  0.203

=====

## x
The following is a DFT calculation (ωB97M-V/def2-TZVPD) of one molecule with the formula C4H7NO.

Last column: natural (NBO) charge in e.
Positions of all 13 atoms, in Å:
1 C 1.729 0.562 0.125  -0.659
2 C 0.333 0.134 -0.198  0.071
3 C -0.368 -1.090 0.299  -0.283
4 N -1.623 -0.764 -0.449  -0.590
5 C -1.787 0.529 -0.110  0.318
6 O -0.631 1.127 0.042  -0.388
7 H 1.940 1.544 -0.310  0.229
8 H 1.923 0.612 1.207  0.206
9 H 2.435 -0.153 -0.309  0.227
10 H -0.777 -0.483 -1.331  0.278
11 H 0.039 -2.037 -0.056  0.220
12 H -0.557 -1.128 1.389  0.177
13 H -2.656 1.147 -0.299  0.194

=====

## y
The following is a DFT calculation (ωB97M-V/def2-TZVPD) of one molecule with the formula C4H7NO.

Last column: natural (NBO) charge in e.
Positions of all 13 atoms, in Å:
1 C -1.779 -0.317 -0.154  -0.257
2 N -1.287 0.935 0.420  -0.575
3 C -0.523 0.292 -0.637  -0.125
4 C 0.742 -0.437 -0.288  0.042
5 C 1.895 0.233 0.311  -0.110
6 O 1.014 -0.559 1.103  -0.500
7 H -1.680 -1.226 0.438  0.194
8 H -2.690 -0.247 -0.742  0.199
9 H -0.830 0.733 1.309  0.364
10 H -0.509 0.827 -1.586  0.206
11 H 0.903 -1.356 -0.853  0.189
12 H 2.894 -0.184 0.182  0.186
13 H 1.852 1.306 0.496  0.187

Summary:
SMILES = C1N[C@H]1[C@H]1CO1

=====

## z
The following is a DFT calculation (ωB97M-V/def2-TZVPD) of one molecule with the formula C4H7NO.

Last column: natural (NBO) charge in e.
Positions of all 13 atoms, in Å:
1 C -1.114 -0.462 1.187  -0.625
2 C -0.363 -0.759 -0.083  -0.027
3 N -0.500 0.072 -1.250  -0.560
4 C 0.805 0.025 -0.612  -0.223
5 C 1.292 1.385 -0.207  0.416
6 O 0.662 2.396 -0.396  -0.493
7 H -1.092 0.602 1.435  0.227
8 H -0.657 -1.030 2.006  0.213
9 H -2.159 -0.776 1.097  0.218
10 H -0.262 -1.828 -0.290  0.185
11 H -0.548 -0.433 -2.126  0.361
12 H 1.612 -0.625 -0.963  0.201
13 H 2.324 1.434 0.202  0.108

Summary:
SMILES = C[C@H]1N[C@H]1C=O

=====

Stability comparison, relative energies in eV: w 4.597; x 2.362; y 0.749; z 0.000